[1]
64
Properties=species:S:1:pos:R:3:forces:R:3:lowdin_charge:R:1 method="wB97M-V/def2-TZVPD" s2=0.757 homo_ev="-10.9 / -10.9" orbital_gap_ha="0.285 / 0.112" e_lumo_ev="-3.133 / -7.857" e_above_lowest_ev=0.059 spin_multiplicity=2
O 20.9260 1.8171 -5.8966 -1.89 -0.10 0.42 0.286
C 19.7497 1.8800 -5.5814 3.27 2.48 1.28 -0.240
O 19.1659 2.7932 -4.8305 1.67 -1.79 -1.61 0.286
B 17.7203 2.5020 -4.8219 -1.41 1.79 0.49 -0.896
O 17.5496 1.4060 -5.7411 -0.42 -0.60 -0.04 0.331
C 18.6775 0.9238 -6.1268 -1.39 -2.10 -2.47 -0.308
O 18.8689 0.0382 -6.9223 0.23 1.02 1.22 0.252
O 16.9912 3.7390 -5.2126 0.49 -0.66 2.20 0.221
C 16.6218 4.3180 -4.0033 -0.96 0.96 -2.65 -0.273
O 16.1456 5.4332 -3.9765 0.94 -2.00 0.94 0.137
C 16.8515 3.2626 -2.9021 0.06 1.91 2.79 -0.315
O 17.3675 2.1871 -3.4425 -0.26 -0.32 -0.13 0.262
O 16.7061 3.5169 -1.7108 0.05 -0.95 -2.47 0.156
O 17.7593 6.2804 -0.7882 -0.06 -0.16 0.50 -0.037
H 17.8608 5.3997 -1.1492 0.18 -0.31 0.00 0.009
H 18.0942 6.8602 -1.4722 0.05 0.25 -0.38 0.000
O 14.8787 6.0281 -0.9939 -0.65 -0.19 0.06 -0.043
H 15.7594 5.7659 -1.2622 0.52 0.08 0.20 -0.027
H 14.7073 6.8313 -1.4855 -0.13 0.18 -0.06 0.037
O 18.8760 -0.6626 -3.1826 0.40 0.56 -0.34 -0.020
H 18.3320 -1.4277 -3.3693 -0.11 -0.51 -0.27 0.030
H 18.2501 0.0404 -3.0088 -0.27 0.18 0.39 0.015
O 18.0048 -2.4804 -5.5179 0.61 -0.28 0.58 -0.028
H 18.7301 -2.0520 -5.9724 0.13 -0.11 0.16 -0.005
H 17.2589 -1.8955 -5.6514 -0.65 -0.13 -0.11 -0.018
O 21.1268 3.6456 -2.6777 0.53 -0.51 0.05 -0.024
H 20.5898 2.8533 -2.6944 -0.05 -0.25 0.23 0.023
H 20.5282 4.3467 -2.9353 -0.27 0.51 -0.20 -0.028
O 16.0063 1.1964 -9.1010 0.06 -0.32 0.07 -0.036
H 15.9908 1.4744 -8.1851 -0.18 0.14 0.29 0.015
H 16.4940 1.8852 -9.5526 0.09 0.17 -0.24 0.038
O 21.7146 0.3569 -8.5109 -0.56 0.07 -0.25 0.052
H 21.6318 1.0254 -7.8308 0.28 0.34 0.26 0.007
H 21.8916 -0.4525 -8.0315 0.31 -0.36 0.17 0.051
O 14.8679 6.0153 -6.3233 0.00 0.39 -0.67 -0.043
H 14.0159 5.8815 -5.9081 -0.29 -0.08 0.13 0.053
H 15.5021 5.8782 -5.6195 0.13 -0.33 0.35 -0.026
O 19.3718 -2.6696 -8.4364 -0.16 0.03 -0.08 -0.030
H 20.2326 -2.9837 -8.7131 0.20 -0.17 -0.16 0.040
H 19.5517 -2.1116 -7.6797 0.06 0.11 -0.02 -0.019
O 22.1285 4.5506 -7.3485 0.12 -0.16 -0.11 -0.033
H 21.3481 4.0085 -7.2325 -0.14 -0.10 -0.02 0.002
H 21.9236 5.3668 -6.8923 0.05 0.27 0.13 0.034
O 16.8790 1.2277 0.2140 0.08 -0.47 0.03 -0.051
H 16.9286 1.8102 -0.5439 -0.03 0.32 -0.11 -0.022
H 16.6441 1.8018 0.9430 -0.06 0.14 0.17 0.034
O 15.4756 8.7605 -5.1432 0.37 0.26 0.41 -0.045
H 14.5694 9.0369 -5.2797 -0.20 0.07 -0.07 0.042
H 15.5266 7.8957 -5.5503 -0.31 -0.33 -0.44 -0.012
O 15.9244 -1.2364 -6.6231 -0.16 0.47 0.22 -0.024
H 15.1863 -1.3855 -7.2141 -0.26 -0.14 -0.11 0.071
H 16.6235 -0.9102 -7.1897 0.13 0.07 -0.54 0.022
O 24.2761 0.4124 -6.2758 -0.23 -0.27 -0.14 -0.045
H 25.1215 0.8488 -6.1702 0.25 0.09 -0.01 0.040
H 23.6454 1.0108 -5.8754 -0.09 0.20 0.19 0.015
O 13.1241 4.1397 -2.5742 -0.27 -0.35 -0.60 -0.057
H 12.7517 4.4799 -1.7607 0.09 0.16 0.24 0.031
H 14.0632 4.0760 -2.4000 0.15 0.26 0.33 -0.012
O 19.4884 5.6079 -3.6882 -0.10 -0.25 -0.10 -0.012
H 19.6298 6.5356 -3.4993 -0.05 0.38 0.33 0.064
H 19.2649 5.5838 -4.6186 -0.01 -0.09 -0.31 0.058
O 17.5506 7.7548 -3.1107 0.64 0.24 0.12 -0.047
H 17.5746 7.5825 -4.0520 -0.23 0.16 -0.18 0.030
H 16.6236 7.6960 -2.8795 -0.30 0.09 -0.05 0.035


[2]
13
Properties=species:S:1:pos:R:3:forces:R:3:lowdin_charge:R:1 method="wB97M-V/def2-TZVPD" homo_ev=-14.9 total_charge=+1 orbital_gap_ha=0.359 e_lumo_ev=-5.138 e_above_lowest_ev=1.222
C -0.5386 1.0128 0.2260 0.65 1.77 -0.27 -0.143
C 0.1372 1.2557 1.3509 -0.18 0.33 -0.12 0.092
C -1.5864 -0.6589 -1.0925 0.58 -1.59 0.75 0.183
N -0.5692 -0.2637 -0.4216 -1.19 -0.25 0.47 0.020
H -0.9903 1.8864 -0.3257 -0.16 -1.48 0.68 0.152
H 0.8829 0.6095 1.7962 -0.43 -0.42 0.11 0.071
H -0.0287 2.1990 1.8991 0.25 -0.42 -0.71 0.096
H -1.6137 -1.7649 -1.2444 -0.15 1.16 -0.54 0.144
H -2.4270 -0.0168 -1.3040 0.04 0.19 -0.21 0.123
H 0.1342 -1.0032 -0.1659 0.06 1.04 -0.29 0.124
H 2.3334 -0.8808 0.4849 -0.95 -0.74 -0.35 0.096
H 2.4605 -1.0979 -0.9466 -0.43 -0.38 -0.60 0.087
O 1.8056 -1.2773 -0.2564 1.91 0.79 1.09 -0.046


[3]
13
Properties=species:S:1:pos:R:3:forces:R:3:lowdin_charge:R:1 method="wB97M-V/def2-TZVPD" homo_ev=-7.6 orbital_gap_ha=0.314 e_lumo_ev=0.988 e_above_lowest_ev=5.533
N 0.2804 0.1721 1.0584 -0.04 0.76 1.50 -0.033
C 0.1437 0.3571 -0.3592 -0.70 -2.13 0.35 -0.474
N 1.2170 0.5875 -1.1931 0.76 0.26 -0.13 0.123
C -0.4746 -0.9503 0.3396 1.19 1.17 -1.19 -0.123
C -1.3015 0.7777 -0.5560 -0.12 -0.45 0.53 0.016
C -1.7816 -0.3462 0.0144 -0.13 0.37 -0.55 -0.042
O 1.6123 -0.2285 1.3831 -0.05 -0.24 -0.53 -0.050
H 1.6868 -0.0314 2.3240 -0.20 0.08 -0.15 0.099
H 2.1012 0.2954 -0.7824 -0.29 0.00 -0.19 0.085
H 1.0912 0.2466 -2.1386 0.03 0.00 0.23 0.096
H -0.0880 -1.9498 0.4081 0.03 -0.06 0.03 0.122
H -1.7128 1.7552 -0.7401 -0.17 0.12 -0.14 0.091
H -2.7743 -0.6854 0.2417 -0.31 0.13 0.25 0.090